(1)
A molecular structure, C21H27N4S4Tl. Source: OMol25; level of theory: ωB97M-V/def2-TZVPD.

```
57
Properties=species:S:1:pos:R:3
Tl 2.26 1.02 -0.83
S -2.22 -5.99 -0.74
S -1.95 -3.39 -3.07
S 1.41 -4.23 -2.05
S 1.97 2.85 4.08
N 1.65 2.87 0.90
N 0.71 2.29 1.75
N 3.11 4.00 -1.07
N -0.05 1.19 3.58
C 0.34 -2.90 -1.47
C -3.08 -3.43 -1.67
C -0.80 -1.44 1.46
C 0.83 5.07 1.74
C -1.90 -1.96 2.11
C 4.12 5.93 -2.11
C -2.70 -4.26 -0.44
C -2.31 -0.10 0.09
C 3.51 6.77 -1.15
C -0.63 -2.30 -2.47
C -3.37 -0.66 0.76
C -0.40 -5.94 -0.69
C 0.32 -5.68 -2.03
C 3.87 4.57 -1.99
C -0.91 -0.41 0.42
C 2.71 6.23 -0.18
C 1.67 4.20 0.84
C -3.21 -1.60 1.79
C 0.85 2.08 3.06
C 2.50 4.81 -0.14
C 0.15 0.17 -0.19
H -2.48 0.63 -0.69
H 3.67 7.84 -1.18
H -4.37 -0.35 0.47
H 0.18 0.88 4.51
H -0.45 0.50 2.96
H -4.02 -3.81 -2.09
H -0.09 -1.98 -3.36
H 0.99 -2.09 -1.12
H -1.92 -3.77 0.14
H 0.99 -6.51 -2.25
H -3.56 -4.30 0.22
H 0.21 1.55 1.22
H -1.08 -1.41 -2.01
H -0.12 -6.92 -0.31
H -0.10 -5.22 0.07
H 2.26 6.86 0.56
H -3.26 -2.41 -1.33
H -0.17 -3.22 -0.57
H 0.20 -1.75 1.76
H 0.41 5.91 1.19
H -4.06 -2.01 2.32
H -0.41 -5.60 -2.83
H 1.41 5.45 2.58
H -1.73 -2.70 2.89
H 4.76 6.31 -2.89
H 4.32 3.88 -2.70
H 0.01 4.48 2.16
```

Computed properties:
- HOMO energy (spin up / spin down): -0.008 / 0.008 hartree
- Net charge: -2
- ΔE to the lowest compared entry with this formula, charge and spin: 1.9 kcal/mol
- HOMO-LUMO gap (spin up / spin down): 4.12 / 3.67 eV
- Strongest force on any atom: 0.0031 hartree/bohr

natural (NBO) population analysis, charges in e, atoms 1 to 2: number 1, Tl, carries 0.568; number 2, S, carries 0.146

***

(2)
A molecular structure, C21H27N4SSeSiSm. Source: OMol25; level of theory: ωB97M-V/def2-TZVPD.

```
56
Properties=species:S:1:pos:R:3
Sm -1.19 0.03 -0.62
Se -3.22 -0.37 -2.46
S -1.66 2.50 0.26
Si -1.52 -0.53 -4.05
N -1.20 -2.29 0.47
N -0.93 3.47 2.62
N -1.17 -0.01 1.94
N -1.05 1.18 2.61
C 3.54 0.45 -0.34
C -0.92 -1.11 2.60
C -1.72 -4.62 0.45
C -1.14 -2.35 1.81
C -1.22 2.32 1.92
C 1.06 0.43 -1.16
C -2.14 -1.01 -5.74
C 4.66 0.41 -1.17
C -1.40 4.77 2.28
C 4.84 0.04 1.60
C -1.28 -3.55 2.52
C 5.90 0.26 -0.57
C -1.46 -3.42 -0.19
C -0.67 1.19 -4.18
C -0.23 -1.81 -3.55
C 2.21 0.57 -0.84
C -2.86 5.05 2.49
C 3.61 0.24 1.03
C -0.57 -1.05 4.04
C -1.66 -4.66 1.80
C 5.99 0.05 0.81
H -1.51 -0.95 4.61
H -1.45 1.89 -4.46
H -0.65 3.30 3.58
H -3.46 4.32 1.96
H 6.80 0.18 -1.20
H 5.00 -0.10 2.65
H -1.31 -1.25 -6.37
H -0.53 -2.81 -3.96
H -3.16 6.07 2.18
H 0.72 -1.58 -4.13
H 6.97 -0.07 1.26
H 0.15 1.24 -4.91
H 0.11 -0.20 4.24
H -1.89 -5.60 2.30
H -2.70 -0.19 -6.20
H -0.82 5.50 2.83
H -0.21 1.53 -3.24
H 2.67 0.11 1.59
H -2.86 -1.84 -5.72
H -1.08 4.90 1.23
H -2.12 -5.42 -0.16
H -3.10 4.95 3.56
H -1.22 -3.50 3.59
H 4.59 0.47 -2.23
H -0.08 -1.98 4.37
H -1.50 -3.29 -1.27
H 0.07 -1.88 -2.50
```

Computed properties:
- Multiplicity: 6
- HOMO energy (spin up / spin down): -0.293 / -0.293 hartree
- ΔE to the lowest compared entry with this formula, charge and spin: 8.8 kcal/mol
- HOMO-LUMO gap (spin up / spin down): 7.26 / 7.29 eV
- Strongest force on any atom: 0.0508 hartree/bohr

natural (NBO) population analysis, charges in e, atoms 1 to 2: number 1, Sm, carries 1.613; number 2, Se, carries -0.761

***

(3)
C21H27N5O in the gas phase. Source: OMol25; level of theory: ωB97M-V/def2-TZVPD.

```
54
Properties=species:S:1:pos:R:3
O -3.07 -1.77 0.23
N 3.66 -1.24 0.49
N 2.78 0.56 -1.78
N 0.23 -0.43 -1.93
N -0.44 2.23 0.27
N 0.55 0.64 -1.20
C -4.90 1.95 -0.08
C -1.62 0.33 -0.86
C -5.05 -0.38 0.49
C 1.90 2.28 -0.25
C 4.15 0.48 -1.35
C -0.55 1.17 -0.53
C 1.74 -2.01 1.58
C 1.80 1.16 -1.06
C -2.99 0.50 -0.41
C -3.59 1.75 -0.48
C 0.85 3.97 1.29
C 3.45 -0.33 1.60
C 2.47 -2.02 0.23
C -3.73 -0.58 0.11
C -5.63 0.87 0.39
C 4.49 -0.85 -0.61
C -1.07 -0.63 -1.73
C -1.77 -1.73 -2.44
C 2.03 -0.60 2.09
C -3.75 -2.86 0.79
C 0.75 2.77 0.40
H 2.75 -3.03 -0.07
H -3.00 2.58 -0.85
H 2.43 -0.24 -2.30
H 1.55 3.77 2.10
H -5.64 -1.20 0.89
H -3.03 -3.68 0.82
H 1.82 -1.60 -0.55
H 0.68 -2.21 1.47
H -0.12 4.20 1.69
H 2.85 2.77 -0.11
H -2.75 -1.40 -2.77
H -4.61 -3.16 0.18
H 2.18 -2.75 2.24
H -6.66 1.01 0.69
H 1.22 4.83 0.72
H 5.52 -0.75 -0.25
H 3.57 0.72 1.31
H -5.34 2.93 -0.15
H -4.09 -2.65 1.81
H 1.33 0.11 1.65
H 4.80 0.55 -2.23
H 1.94 -0.52 3.17
H 4.36 1.33 -0.70
H -1.91 -2.57 -1.77
H -1.18 -2.05 -3.29
H 4.19 -0.54 2.38
H 4.46 -1.67 -1.34
```

Computed properties:
- HOMO energy: -0.272 hartree
- ΔE to the lowest compared entry with this formula, charge and spin: 22.7 kcal/mol
- HOMO-LUMO gap: 8.24 eV
- Strongest force on any atom: 0.0189 hartree/bohr
- SMILES: COc1ccccc1-c1c(C)nn2c(NCCN3CCCC3)cc(C)nc12

natural (NBO) population analysis, charges in e, atoms 1 to 2: number 1, O, carries -0.518; number 2, N, carries -0.462

***

(4)
C21H27NO3 in the gas phase. Source: OMol25; level of theory: ωB97M-V/def2-TZVPD.

```
52
Properties=species:S:1:pos:R:3
O -1.17 0.04 0.21
O -0.86 -1.67 -1.89
O -2.21 -2.55 0.61
N 0.56 -1.60 2.87
C 0.35 -2.12 4.21
C -0.19 -0.71 -2.21
C -0.15 4.02 -0.77
C 0.67 0.01 -1.23
C 1.50 -2.98 4.75
C 0.15 0.30 0.04
C -0.10 -2.31 1.79
C -0.86 2.10 -2.67
C -1.33 3.31 -0.64
C 1.99 0.33 -1.52
C 1.71 -4.28 3.99
C -1.68 -0.34 1.48
C -1.21 1.03 -3.65
C -1.68 2.36 -1.58
C 0.31 2.84 -2.81
C 2.79 0.94 -0.58
C -1.57 -1.87 1.66
C -0.22 -0.15 -3.61
C 2.27 1.24 0.67
C 0.67 3.79 -1.87
C 0.96 0.93 0.98
H 0.77 0.20 -3.90
H 1.55 -1.51 2.68
H 3.82 1.18 -0.81
H 2.89 1.73 1.41
H -0.55 -0.93 -4.30
H 1.99 -4.08 2.95
H -2.21 0.65 -3.44
H 2.43 -2.39 4.72
H 2.41 0.07 -2.48
H 1.29 -3.20 5.80
H -1.97 3.49 0.21
H 0.80 -4.87 3.99
H -1.81 -2.27 -0.23
H -2.12 -2.13 2.57
H 0.41 -2.09 0.85
H 2.50 -4.86 4.44
H 0.22 -1.26 4.88
H -2.73 -0.05 1.45
H -0.57 -2.70 4.22
H 0.95 2.67 -3.66
H -0.10 -3.40 1.92
H -1.21 1.44 -4.67
H -1.18 0.15 2.31
H 0.58 1.17 1.96
H 1.58 4.35 -1.99
H -2.60 1.80 -1.45
H 0.13 4.76 -0.04
```

Computed properties:
- HOMO energy: -0.314 hartree
- ΔE to the lowest compared entry with this formula, charge and spin: 69.1 kcal/mol
- HOMO-LUMO gap: 9.07 eV
- Strongest force on any atom: 0.0160 hartree/bohr
- SMILES: CCCNC[C@H](O)COc1ccccc1C(=O)CCc1ccccc1

natural (NBO) population analysis, charges in e, atoms 1 to 2: number 1, O, carries -0.534; number 2, O, carries -0.561

***

(5)
4 unconnected molecules or ions with the total composition C21H28BBr2N3O12. Source: OMol25; level of theory: ωB97M-V/def2-TZVPD.

```
67
Properties=species:S:1:pos:R:3
Br 2.70 3.19 3.05
Br 3.68 4.15 0.07
O 0.58 2.76 -3.84
O -2.88 -4.35 1.63
O 4.13 -4.77 1.13
O -4.26 -5.08 3.26
O -5.06 -3.91 1.50
O 2.57 -3.71 -0.05
O -1.63 3.95 -0.07
O 1.68 0.79 -3.74
O -0.87 -0.05 -0.75
O 4.09 -5.00 -1.11
O 0.37 0.74 0.77
O -0.20 0.94 -4.92
N -0.72 0.92 -0.13
N -0.89 3.50 4.42
N 1.00 0.28 3.85
C -1.96 -2.89 -0.08
C -0.80 2.63 1.97
C -0.17 5.33 1.47
C -0.73 -1.39 -5.35
C -1.00 6.17 2.49
C 3.52 -3.83 2.02
C 0.68 1.61 -4.14
C 2.15 3.07 0.28
C 2.20 -3.54 1.33
C -4.43 -3.09 0.51
C 3.64 -4.54 -0.11
C 0.76 0.98 2.97
C 0.35 -0.35 -5.22
C -0.85 3.08 3.36
C -3.10 -3.79 0.32
C 1.64 -2.16 1.58
C 1.30 -0.55 -4.06
C 1.75 2.67 1.50
C 1.45 2.73 -1.00
C -4.09 -4.51 2.24
C 0.52 1.78 1.74
B -0.86 4.00 1.09
H -1.33 -1.22 -6.24
H 2.17 -1.15 -4.30
H -2.03 5.85 2.59
H -0.96 7.21 2.20
H 0.37 2.85 -0.95
H -4.31 -2.08 0.92
H -2.56 4.04 0.15
H -3.20 -4.63 -0.38
H 0.67 -2.05 1.09
H 1.73 1.73 -1.33
H -0.08 5.91 0.55
H 4.15 -2.94 2.09
H 0.79 -0.98 -3.19
H 2.30 -1.41 1.15
H -5.03 -3.05 -0.39
H -1.73 -2.19 0.72
H -1.05 -3.48 -0.26
H 1.52 -1.97 2.64
H -1.40 -1.35 -4.49
H -0.54 6.10 3.47
H 1.46 -4.31 1.58
H 0.91 -0.26 -6.16
H 0.85 5.23 1.86
H 1.80 3.40 -1.78
H -1.68 1.99 1.84
H -0.29 -2.39 -5.41
H 3.40 -4.27 3.01
H -2.20 -2.35 -0.99
```

Computed properties:
- HOMO energy: -0.357 hartree
- ΔE to the lowest compared entry with this formula, charge and spin: 0.0 kcal/mol
- HOMO-LUMO gap: 8.67 eV
- Strongest force on any atom: 0.0162 hartree/bohr
- SMILES: CCB(O)[C@H](C#N)[C@@](C#N)(ON=O)/C(Br)=C(\C)Br.C[C@@H]1COC(=O)O1.C[C@@H]1COC(=O)O1.C[C@@H]1COC(=O)O1

natural (NBO) population analysis, charges in e, atoms 1 to 2: number 1, Br, carries 0.137; number 2, Br, carries 0.120

***

(6)
C21H28BN3O5 in the gas phase. Source: OMol25; level of theory: ωB97M-V/def2-TZVPD.

```
58
Properties=species:S:1:pos:R:3
O -5.60 -2.05 -1.14
O -0.29 3.46 -0.97
O -2.20 1.62 -1.62
O -1.51 0.31 2.65
O -5.43 -0.76 0.79
N 1.64 0.12 1.14
N -2.93 0.35 0.11
N -0.50 1.63 1.12
C 3.10 0.15 -1.23
C -1.68 2.33 0.65
C -1.25 3.68 0.03
C 5.83 -0.22 -1.07
C -0.52 0.63 2.01
C 0.78 -0.09 2.12
C -0.78 -1.45 -2.36
C 2.79 -0.55 1.12
C -2.39 -1.96 -0.47
C 5.05 -0.47 0.03
C 3.11 -1.48 2.12
C -0.66 4.60 1.09
C 3.89 0.39 -2.33
C 3.66 -0.29 -0.03
C -0.93 -1.67 -0.86
C 1.02 -0.98 3.16
C 2.21 -1.69 3.15
C -0.03 -2.81 -0.38
C -2.32 1.41 -0.42
C 5.26 0.21 -2.26
C -3.36 -0.79 -0.69
B -4.88 -1.22 -0.34
H -2.95 0.23 1.11
H 4.03 -2.04 2.07
H -2.36 2.47 1.49
H -2.16 4.14 -0.40
H 0.35 1.76 0.57
H -0.34 5.52 0.61
H -0.31 -3.74 -0.87
H -2.42 -2.22 0.59
H -1.29 -0.55 -2.68
H 5.88 0.39 -3.13
H 2.03 0.29 -1.28
H -0.61 -0.75 -0.34
H 5.51 -0.77 0.96
H -1.18 -2.30 -2.91
H -0.12 -2.94 0.69
H -5.18 -2.35 -1.94
H -3.29 -0.46 -1.74
H 1.01 -2.59 -0.62
H -1.41 4.83 1.85
H 0.27 -1.12 3.93
H -2.74 -2.83 -1.03
H -0.72 2.88 -1.63
H 6.90 -0.35 -1.01
H 0.28 -1.35 -2.61
H 2.43 -2.40 3.93
H -6.33 -1.06 0.95
H 0.20 4.13 1.56
H 3.44 0.73 -3.26
```

Computed properties:
- HOMO energy: -0.328 hartree
- ΔE to the lowest compared entry with this formula, charge and spin: 0.0 kcal/mol
- HOMO-LUMO gap: 9.20 eV
- Strongest force on any atom: 0.0271 hartree/bohr
- SMILES: CC(C)C[C@H](NC(=O)[C@@H](NC(=O)c1cccc(-c2ccccc2)n1)[C@@H](C)O)B(O)O

natural (NBO) population analysis, charges in e, atoms 1 to 2: number 1, O, carries -0.892; number 2, O, carries -0.743

***

(7)
A molecular structure, C21H28BiBrN5OS. Source: OMol25; level of theory: ωB97M-V/def2-TZVPD.

```
58
Properties=species:S:1:pos:R:3
Bi 0.56 -0.74 -1.30
Br 1.53 -1.21 2.35
S 1.79 4.09 -0.84
O 6.67 -1.36 2.06
N -1.09 -0.88 -0.37
N 1.18 1.64 -1.02
N 0.67 2.23 -2.16
N 3.07 -1.16 0.07
N 2.42 2.13 0.92
C 4.34 -1.30 2.10
C -3.54 -2.79 1.57
C -2.17 -3.68 -1.57
C 0.41 4.38 -3.31
C -2.52 -2.52 0.67
C 4.22 -1.15 -0.61
C 1.80 2.48 -0.23
C -0.46 -4.01 0.29
C -1.11 4.52 -3.28
C -3.82 -0.47 2.06
C 3.17 -1.23 1.39
C 5.53 -1.29 1.37
C 5.46 -1.21 -0.02
C -2.47 1.35 1.06
C -1.92 -3.71 -0.06
C 0.90 3.49 -2.22
C -2.80 -0.13 1.19
C -1.10 1.65 1.67
C -2.12 -1.17 0.49
C -2.61 1.92 -0.35
C -4.19 -1.79 2.26
H -3.84 -3.82 1.72
H 0.89 5.36 -3.22
H -1.82 1.59 -1.02
H -0.33 1.06 1.18
H 7.44 -1.36 1.47
H -2.48 -4.57 0.32
H -1.59 3.55 -3.37
H -4.34 0.32 2.59
H 2.69 2.86 1.56
H -1.44 4.98 -2.35
H -1.81 -4.61 -2.03
H -0.85 2.71 1.56
H 4.13 -1.10 -1.69
H 6.36 -1.21 -0.63
H -0.20 -5.01 -0.06
H 4.36 -1.36 3.18
H 0.24 -3.31 -0.19
H -3.56 1.63 -0.80
H -2.58 3.01 -0.31
H -3.21 1.86 1.67
H -4.99 -2.03 2.95
H -3.24 -3.60 -1.78
H 0.73 3.95 -4.26
H -1.44 5.15 -4.10
H -1.09 1.40 2.73
H -1.68 -2.84 -2.05
H -0.29 -3.96 1.36
H 2.15 1.26 1.34
```

Computed properties:
- HOMO energy: -0.375 hartree
- Net charge: +1
- ΔE to the lowest compared entry with this formula, charge and spin: 0.0 kcal/mol
- HOMO-LUMO gap: 6.66 eV
- Strongest force on any atom: 0.0041 hartree/bohr

natural (NBO) population analysis, charges in e, atoms 1 to 2: number 1, Bi, carries 1.614; number 2, Br, carries 0.095

***

(8)
5 unconnected molecules or ions with the total composition C21H28Br2Cl16FN4O7P2. Source: OMol25; level of theory: ωB97M-V/def2-TZVPD.

```
81
Properties=species:S:1:pos:R:3
Br -2.83 -1.14 -1.56
Br 0.88 -3.07 -3.42
Cl 4.35 1.03 7.05
Cl -0.48 -4.62 -9.33
Cl 1.03 5.31 -7.01
Cl -1.28 -5.54 -6.72
Cl -6.20 2.72 -0.67
Cl 1.72 2.18 7.20
Cl 2.40 -0.07 8.87
Cl -1.23 -2.71 -7.31
Cl -3.96 1.56 0.74
Cl 3.56 2.52 9.39
Cl -3.66 2.40 -2.01
Cl 1.71 6.14 -4.33
Cl 2.54 3.55 -5.29
Cl -3.95 4.37 0.07
Cl 3.76 5.94 -6.34
Cl -3.24 -4.40 -8.50
P 2.38 -0.58 1.72
P 1.66 -3.42 0.13
F -1.65 -4.31 2.80
O 2.53 0.32 2.89
O 1.98 -4.02 1.44
O -0.69 0.88 2.08
O -3.71 -3.53 2.56
O -1.03 -4.10 0.02
O -1.24 1.03 -0.51
O -0.64 3.29 4.12
N 1.23 -0.60 -1.41
N -0.46 -0.56 4.83
N -0.25 -0.06 1.22
N -1.97 -2.55 1.43
C -1.90 -2.94 -3.87
C -0.94 -3.05 0.56
C -1.56 -4.32 -7.97
C 0.15 2.08 2.19
C -0.58 0.01 -0.03
C 0.30 -2.15 0.34
C -0.01 -1.13 -0.86
C 1.79 3.02 3.89
C 0.59 -1.22 1.59
C 3.01 1.42 8.13
C 0.40 2.43 3.66
C -0.02 2.63 -2.82
C -1.03 -1.66 -1.87
C -4.46 2.78 -0.48
C 2.26 5.25 -5.75
C -0.72 -1.37 3.90
C 1.13 1.83 -2.18
C 0.40 -1.85 3.00
C -2.58 -3.49 2.28
C 1.17 0.33 -2.55
C -0.84 -2.45 -2.93
H 3.11 -1.77 1.77
H 0.37 3.44 -3.44
H 1.11 1.94 -1.10
H -1.29 -0.36 5.39
H -0.64 2.01 -3.47
H 2.65 0.03 0.50
H 2.09 0.14 -3.11
H -2.25 -2.12 -4.51
H 1.08 1.95 1.63
H 1.31 -1.69 3.59
H 0.26 1.52 4.25
H 1.88 -1.34 -1.59
H 1.69 3.95 4.45
H -0.63 4.11 3.60
H 1.23 -4.29 -0.87
H -1.72 -1.79 3.76
H -0.69 3.06 -2.06
H 2.71 -2.68 -0.44
H -1.51 -3.74 -4.49
H -0.42 2.88 1.72
H 2.07 2.27 -2.52
H -2.75 -3.35 -3.31
H 2.40 2.33 4.47
H 0.31 -2.93 2.86
H -2.74 -2.17 0.87
H 2.33 3.23 2.96
H 0.35 0.07 -3.24
H -2.11 1.18 -0.08
```

Computed properties:
- HOMO energy: -0.462 hartree
- Net charge: +1
- ΔE to the lowest compared entry with this formula, charge and spin: 0.0 kcal/mol
- HOMO-LUMO gap: 9.13 eV
- Strongest force on any atom: 0.0276 hartree/bohr

Mulliken population analysis, charges in e, atoms 1 to 2: number 1, Br, carries -0.073; number 2, Br, carries -0.127

***

What did the fifth record say?
4 unconnected molecules or ions with the total composition C21H28BBr2N3O12. Source: OMol25; level of theory: ωB97M-V/def2-TZVPD.

```
67
Properties=species:S:1:pos:R:3
Br 2.70 3.19 3.05
Br 3.68 4.15 0.07
O 0.58 2.76 -3.84
O -2.88 -4.35 1.63
O 4.13 -4.77 1.13
O -4.26 -5.08 3.26
O -5.06 -3.91 1.50
O 2.57 -3.71 -0.05
O -1.63 3.95 -0.07
O 1.68 0.79 -3.74
O -0.87 -0.05 -0.75
O 4.09 -5.00 -1.11
O 0.37 0.74 0.77
O -0.20 0.94 -4.92
N -0.72 0.92 -0.13
N -0.89 3.50 4.42
N 1.00 0.28 3.85
C -1.96 -2.89 -0.08
C -0.80 2.63 1.97
C -0.17 5.33 1.47
C -0.73 -1.39 -5.35
C -1.00 6.17 2.49
C 3.52 -3.83 2.02
C 0.68 1.61 -4.14
C 2.15 3.07 0.28
C 2.20 -3.54 1.33
C -4.43 -3.09 0.51
C 3.64 -4.54 -0.11
C 0.76 0.98 2.97
C 0.35 -0.35 -5.22
C -0.85 3.08 3.36
C -3.10 -3.79 0.32
C 1.64 -2.16 1.58
C 1.30 -0.55 -4.06
C 1.75 2.67 1.50
C 1.45 2.73 -1.00
C -4.09 -4.51 2.24
C 0.52 1.78 1.74
B -0.86 4.00 1.09
H -1.33 -1.22 -6.24
H 2.17 -1.15 -4.30
H -2.03 5.85 2.59
H -0.96 7.21 2.20
H 0.37 2.85 -0.95
H -4.31 -2.08 0.92
H -2.56 4.04 0.15
H -3.20 -4.63 -0.38
H 0.67 -2.05 1.09
H 1.73 1.73 -1.33
H -0.08 5.91 0.55
H 4.15 -2.94 2.09
H 0.79 -0.98 -3.19
H 2.30 -1.41 1.15
H -5.03 -3.05 -0.39
H -1.73 -2.19 0.72
H -1.05 -3.48 -0.26
H 1.52 -1.97 2.64
H -1.40 -1.35 -4.49
H -0.54 6.10 3.47
H 1.46 -4.31 1.58
H 0.91 -0.26 -6.16
H 0.85 5.23 1.86
H 1.80 3.40 -1.78
H -1.68 1.99 1.84
H -0.29 -2.39 -5.41
H 3.40 -4.27 3.01
H -2.20 -2.35 -0.99
```

Computed properties:
- HOMO energy: -0.357 hartree
- ΔE to the lowest compared entry with this formula, charge and spin: 0.0 kcal/mol
- HOMO-LUMO gap: 8.67 eV
- Strongest force on any atom: 0.0162 hartree/bohr
- SMILES: CCB(O)[C@H](C#N)[C@@](C#N)(ON=O)/C(Br)=C(\C)Br.C[C@@H]1COC(=O)O1.C[C@@H]1COC(=O)O1.C[C@@H]1COC(=O)O1

natural (NBO) population analysis, charges in e, atoms 1 to 2: number 1, Br, carries 0.137; number 2, Br, carries 0.120